The following is a quantum chemistry calculation of 3 unconnected molecules or ions with the total composition C31H53F8IO13S3, from OMol25.

Summary:
**Net charge**: 0
**E**: -121967.26589 eV
**E_HOMO**: -9.48 eV
**HOMO-LUMO gap**: 9.45 eV
**Strongest force on any atom**: 1.61 eV Å⁻¹
**SMILES**: CCCCCCCCCCC[C@@H]1C[C@H](CCCI)OS(=O)(=O)[C@@]1(CCO)CCOCC(F)(F)C(F)(F)C(F)(F)C(F)F.O=S1(=O)OCCO1.O=S1(=O)OCCO1

Cartesian coordinates (Å):
1 C 1.965325 3.424988 2.564388
2 C 1.241909 3.439336 3.930741
3 C 1.869792 2.389147 4.882676
4 C 0.850638 1.473689 5.621544
5 C 1.432398 0.069251 5.738827
6 C 0.513714 -0.992779 6.367033
7 C -0.940674 -1.078428 5.847547
8 C -1.111934 -1.783814 4.499307
9 C -0.796317 -0.909029 3.251538
10 C -2.029843 -0.016450 3.014858
11 C -1.778507 1.211776 2.131975
12 C -1.488090 0.946819 0.639821
13 C -1.227307 2.261280 -0.131755
14 C -0.423590 1.982057 -1.412455
15 C -0.515792 3.215817 -2.364554
16 C 0.904135 3.672350 -2.721648
17 C 1.648507 2.635778 -3.597779
18 I 1.911631 3.295704 -5.626982
19 O -0.816382 0.771451 -2.105090
20 S -2.343244 0.387048 -1.887927
21 O -3.209312 1.476743 -2.219371
22 O -2.660698 -0.746048 -2.677178
23 C -2.453730 -0.024847 -0.098298
24 C -3.961573 0.110099 0.235638
25 C -4.549909 1.517341 0.475696
26 O -5.465196 1.946922 -0.521436
27 C -2.127188 -1.531944 0.069285
28 C -0.728878 -2.046345 -0.225860
29 O -0.398067 -2.105918 -1.600877
30 C 0.916147 -2.514865 -1.814118
31 C 1.572104 -1.674925 -2.900929
32 F 1.949498 -0.503713 -2.341184
33 F 0.704889 -1.365280 -3.853847
34 C 2.775909 -2.366435 -3.596081
35 F 2.882303 -1.883952 -4.838127
36 F 2.572205 -3.673495 -3.733132
37 C 4.146197 -2.173112 -2.875348
38 F 3.981624 -2.129859 -1.554498
39 F 4.879612 -3.281553 -3.112913
40 C 4.997246 -1.001317 -3.395420
41 F 5.883645 -0.697595 -2.420136
42 F 4.278521 0.095005 -3.642291
43 H 2.214601 4.438863 2.247241
44 H 1.373103 2.980514 1.762114
45 H 2.906016 2.878003 2.590196
46 H 1.422766 4.424755 4.358780
47 H 0.161512 3.336356 3.844230
48 H 2.583676 1.752374 4.361872
49 H 2.424402 2.942646 5.642606
50 H 0.617251 1.911623 6.590895
51 H -0.059871 1.458721 5.018468
52 H 1.819139 -0.272062 4.777663
53 H 2.308956 0.129358 6.392600
54 H 0.465350 -0.803014 7.441908
55 H 0.937634 -1.993543 6.252829
56 H -1.481692 -1.680032 6.583343
57 H -1.389340 -0.085414 5.890606
58 H -2.169177 -2.045689 4.393931
59 H -0.546296 -2.715612 4.480846
60 H -0.645502 -1.616509 2.434180
61 H 0.115162 -0.328507 3.380288
62 H -2.882158 -0.622305 2.714731
63 H -2.279153 0.372380 4.005462
64 H -2.582054 1.932487 2.295991
65 H -0.872413 1.678666 2.523625
66 H -0.505935 0.460536 0.638236
67 H -0.662030 2.967379 0.473160
68 H -2.148798 2.756902 -0.435951
69 H 0.622354 1.853354 -1.133141
70 H -0.966331 4.011571 -1.772016
71 H -1.118113 2.995168 -3.241744
72 H 0.884233 4.649062 -3.202667
73 H 1.493795 3.780129 -1.806640
74 H 2.639378 2.476911 -3.194283
75 H 1.079757 1.714461 -3.622868
76 H -4.497964 -0.309209 -0.623443
77 H -4.246375 -0.525219 1.069298
78 H -5.138686 1.459686 1.402271
79 H -3.828218 2.307246 0.637117
80 H -5.945887 1.173583 -0.840922
81 H -2.809470 -2.064448 -0.597606
82 H -2.380386 -1.884544 1.064597
83 H -0.692897 -3.081299 0.154239
84 H 0.081599 -1.526756 0.300464
85 H 1.565094 -2.425584 -0.934949
86 H 0.904534 -3.575963 -2.083896
87 H 5.586361 -1.269836 -4.270396
88 O 10.204352 -7.427527 -1.781131
89 S 8.793358 -7.435974 -1.899383
90 O 8.057569 -8.632925 -2.067288
91 O 8.379868 -6.398423 -3.056056
92 C 7.496054 -5.403694 -2.528896
93 C 7.873643 -5.283712 -1.068368
94 O 8.163670 -6.625007 -0.661524
95 H 6.469988 -5.758725 -2.646289
96 H 7.618428 -4.467093 -3.066720
97 H 7.073712 -4.865829 -0.463001
98 H 8.778109 -4.684773 -0.938787
99 O -9.929458 4.309860 -2.958795
100 S -9.171684 3.735932 -4.009761
101 O -9.470229 3.979815 -5.372082
102 O -9.100124 2.148057 -3.765276
103 C -7.733764 1.727927 -3.675338
104 C -6.994372 2.929782 -3.128561
105 O -7.618273 4.054563 -3.765622
106 H -7.388124 1.469196 -4.678260
107 H -7.648046 0.857532 -3.029152
108 H -5.931487 2.904427 -3.353706
109 H -7.132833 3.028502 -2.050911

Cartesian forces (eV/Å) of the 6 atoms listed first:
-0.3 0.3 -0.2
1.2 -0.1 -0.1
-0.9 0.2 0.7
0.6 0.2 -1.0
-0.1 -0.4 0.7
-0.5 0.1 -0.2